Record 1
The following is a DFT calculation (wB97M-V/def2-TZVPD) of C12H44F2InNO16S2 as an isolated structure.

Computed properties:
* ΔE to the lowest compared entry with this formula, charge and spin: 17.1 kcal/mol

Atoms and positions in Å:
In1 0.313 -3.016 -1.807
O1 -1.609 -3.788 0.500
C1 -1.804 -3.448 1.702
C2 -2.951 -4.212 2.587
O2 -3.253 -5.384 2.300
H1 -1.855 -2.352 1.801
H2 -0.831 -3.711 2.184
H3 -3.840 -3.547 2.547
H4 -2.607 -4.135 3.634
N1 0.650 -0.581 -0.441
S1 0.487 -0.140 1.084
O3 -0.850 0.149 1.474
O4 1.600 0.578 1.607
F1 0.793 -1.619 1.658
S2 0.601 0.918 -1.108
O5 1.773 1.690 -1.329
O6 -0.646 1.593 -0.965
F2 0.450 0.261 -2.575
C3 -3.746 -0.057 3.833
O7 -2.496 0.532 4.093
H5 -4.571 0.586 4.155
H6 -3.962 -0.309 2.789
H7 -3.799 -0.988 4.406
H8 -2.073 0.777 3.265
C4 4.615 -2.330 -1.261
O8 3.257 -1.998 -0.977
H9 4.523 -2.935 -2.163
H10 5.153 -1.446 -1.611
H11 5.130 -2.834 -0.447
H12 3.165 -1.177 -0.483
C5 2.444 -4.509 1.509
O9 2.088 -4.983 0.205
H13 1.670 -3.776 1.748
H14 2.321 -5.322 2.222
H15 3.363 -3.926 1.539
H16 2.471 -5.856 0.086
C6 -2.932 1.974 -3.646
O10 -3.556 0.895 -4.307
H17 -2.934 2.882 -4.258
H18 -3.401 2.309 -2.710
H19 -1.918 1.763 -3.327
H20 -4.386 1.198 -4.684
C7 -3.306 2.397 0.521
O11 -4.395 2.833 1.283
H21 -2.341 2.477 1.024
H22 -3.294 1.379 0.114
H23 -3.200 2.945 -0.424
H24 -5.074 2.162 1.369
C8 3.508 4.147 -0.771
O12 3.989 5.218 0.040
H25 4.305 3.567 -1.225
H26 2.958 3.536 -0.051
H27 2.778 4.418 -1.540
H28 3.319 5.463 0.680
C9 -0.378 5.021 -2.121
O13 0.263 5.664 -3.201
H29 0.277 4.701 -1.306
H30 -1.244 5.605 -1.825
H31 -0.796 4.060 -2.462
H32 1.044 5.185 -3.487
C10 -2.805 -1.134 -1.184
O14 -2.242 -1.546 -2.425
H33 -1.989 -0.885 -0.506
H34 -3.379 -0.213 -1.268
H35 -3.295 -1.991 -0.715
H36 -2.944 -1.724 -3.057
C11 0.344 -1.948 5.123
O15 0.801 -3.315 4.982
H37 -0.698 -2.019 5.446
H38 0.910 -1.526 5.948
H39 0.424 -1.409 4.183
H40 0.098 -3.740 4.485
C12 4.772 1.477 -3.643
O16 4.829 2.852 -4.047
H41 5.762 1.111 -3.375
H42 4.129 1.419 -2.763
H43 4.301 0.924 -4.455
H44 5.724 3.168 -4.175



Record 2
The following is a DFT calculation (wB97M-V/def2-TZVPD) of a 10-piece molecular cluster, C12H44N12O13 overall.

Computed properties:
* SMILES: NC(N)=O.NC(N)=O.NC(N)=O.NC(N)=O.NC(N)=O.NC(N)=O.OCCO.OCCO.OCCO.O

Atoms and positions in Å:
N1 2.387 4.341 -1.883
C1 1.121 3.915 -1.651
N2 0.452 4.268 -0.496
O1 0.620 3.116 -2.513
H1 2.963 4.775 -1.140
H2 2.662 4.430 -2.861
H3 -0.389 3.893 -0.145
H4 0.958 4.879 0.126
N3 -3.292 1.730 1.229
C2 -2.094 2.064 0.709
N4 -1.018 1.347 1.139
O2 -1.955 3.032 -0.032
H5 -3.491 0.910 1.803
H6 -4.016 2.240 0.776
H7 -0.151 1.420 0.719
H8 -1.175 0.482 1.676
N5 -0.175 -1.477 -0.895
C3 0.227 -2.592 -1.526
N6 0.432 -2.520 -2.895
O3 0.158 -3.740 -0.974
H9 -0.401 -0.621 -1.471
H10 -0.900 -1.606 -0.174
H11 0.752 -1.722 -3.412
H12 0.784 -3.386 -3.347
N7 -0.823 -1.957 3.608
C4 -1.171 -2.270 2.361
N8 -0.629 -3.382 1.771
O4 -2.076 -1.567 1.828
H13 -1.274 -1.250 4.110
H14 0.023 -2.255 3.942
H15 0.240 -3.679 2.211
H16 -0.555 -3.479 0.786
N9 3.550 4.819 3.335
C5 3.427 4.865 1.980
N10 4.339 4.052 1.409
O5 2.632 5.542 1.363
H17 4.449 4.647 3.754
H18 3.009 5.448 3.867
H19 4.653 3.230 1.861
H20 4.485 4.148 0.416
N11 -4.753 -0.779 0.253
C6 -5.877 -0.523 -0.352
N12 -5.734 0.043 -1.607
O6 -6.969 -0.695 0.184
H21 -4.829 -1.414 1.020
H22 -3.887 -0.718 -0.216
H23 -6.542 0.401 -2.012
H24 -4.760 0.317 -1.945
O7 1.806 -0.315 2.353
C7 2.994 -0.907 1.844
C8 3.862 0.015 1.089
O8 4.137 1.188 1.925
H25 1.999 0.037 3.229
H26 3.423 -1.478 2.731
H27 2.556 -1.711 1.258
H28 3.369 0.326 0.122
H29 4.819 -0.474 0.864
H30 3.276 1.422 2.285
O9 3.295 -5.378 -1.328
C9 2.819 -6.432 -0.404
C10 2.968 -5.951 1.014
O10 2.064 -4.888 1.274
H31 2.562 -4.867 -1.684
H32 1.742 -6.585 -0.610
H33 3.402 -7.374 -0.574
H34 3.983 -5.648 1.150
H35 2.760 -6.763 1.663
H36 1.531 -4.750 0.526
O11 -3.147 1.200 -2.314
C11 -2.686 0.646 -3.504
C12 -1.208 0.968 -3.759
O12 -0.425 0.760 -2.576
H37 -2.457 1.613 -1.848
H38 -2.908 -0.445 -3.514
H39 -3.341 1.103 -4.261
H40 -1.138 1.970 -4.212
H41 -0.879 0.334 -4.600
H42 0.080 1.656 -2.436
O13 -5.569 2.881 -0.455
H43 -5.929 1.996 -0.659
H44 -5.146 3.134 -1.281



Record 3
The following is a DFT calculation (wB97M-V/def2-TZVPD) of a 12-piece molecular cluster, C12H44N22O14 overall.

Computed properties:
* charge: -2
* ΔE to the lowest compared entry with this formula, charge and spin: 348.9 kcal/mol

Atoms and positions in Å:
C1 -0.345 -0.587 -0.077
O1 -0.705 -1.721 0.364
O2 0.157 0.236 0.741
O3 -0.335 -0.195 -1.206
C2 3.960 -0.364 -5.505
O4 4.961 -0.530 -6.159
N1 3.499 0.836 -5.192
N2 3.398 -1.323 -4.829
H1 4.166 1.574 -5.367
H2 2.768 0.862 -4.495
H3 2.566 -1.011 -4.350
H4 3.972 -2.125 -4.611
C3 5.372 2.578 4.965
O5 6.458 2.283 5.363
N3 4.904 2.221 3.786
N4 4.378 2.953 5.709
H5 3.911 2.077 3.670
H6 5.471 1.772 3.081
H7 3.509 3.136 5.227
H8 4.540 3.021 6.703
C4 -0.678 -7.843 -1.976
O6 -0.468 -8.990 -2.330
N5 -1.545 -7.556 -1.027
N6 -0.197 -6.746 -2.419
H9 -1.593 -6.595 -0.718
H10 -1.994 -8.260 -0.459
H11 0.656 -6.866 -2.946
H12 -0.321 -5.883 -1.909
C5 -6.725 -3.272 -2.394
O7 -7.902 -3.268 -2.667
N7 -5.923 -4.229 -2.618
N8 -6.109 -2.337 -1.677
H13 -5.059 -4.147 -2.101
H14 -6.140 -5.120 -3.041
H15 -5.135 -2.247 -1.427
H16 -6.661 -1.503 -1.534
C6 1.720 5.494 -2.137
O8 2.397 6.375 -2.633
N9 2.213 4.620 -1.266
N10 0.566 5.193 -2.635
H17 1.590 3.920 -0.892
H18 3.194 4.487 -1.067
H19 0.306 5.735 -3.447
H20 0.154 4.281 -2.500
C7 -4.409 -0.408 5.170
O9 -5.319 -0.209 5.916
N11 -3.367 -1.052 5.428
N12 -4.281 0.109 3.960
H21 -2.661 -1.330 4.761
H22 -3.535 -1.538 6.297
H23 -5.117 0.526 3.577
H24 -3.441 -0.062 3.425
C8 3.045 -4.518 3.744
O10 3.929 -5.081 4.274
N13 2.755 -3.279 3.861
N14 2.311 -4.913 2.773
H25 1.970 -3.014 3.283
H26 3.187 -2.607 4.478
H27 1.696 -4.228 2.358
H28 2.499 -5.845 2.432
C9 7.783 -1.983 -0.312
O11 7.732 -3.005 0.290
N15 6.678 -1.264 -0.410
N16 8.820 -1.360 -0.809
H29 5.840 -1.703 -0.056
H30 6.603 -0.507 -1.074
H31 8.732 -0.571 -1.433
H32 9.632 -1.896 -1.078
C10 -1.135 4.974 5.958
O12 -1.358 6.001 6.544
N17 -1.057 3.917 6.662
N18 -0.700 4.911 4.791
H33 -1.219 3.112 6.075
H34 -1.337 4.012 7.628
H35 -0.692 3.991 4.373
H36 -0.775 5.738 4.217
C11 -2.924 -0.037 -7.303
O13 -3.433 0.016 -8.423
N19 -2.305 0.867 -6.588
N20 -2.857 -1.085 -6.521
H37 -2.420 1.809 -6.934
H38 -2.158 0.694 -5.603
H39 -3.188 -2.006 -6.771
H40 -2.347 -0.901 -5.669
C12 -5.787 4.974 -0.124
O14 -6.481 4.088 0.322
N21 -4.500 4.933 -0.366
N22 -6.336 6.087 -0.585
H41 -3.983 4.090 -0.161
H42 -3.897 5.648 -0.748
H43 -5.800 6.800 -1.059
H44 -7.342 6.168 -0.570



| no. | DFT total energy (hartree) | highest occupied orbital energy (eV) |
| --- | --- | --- |
| 1 | -2928.00164 | -9.714 |
| 2 | -2119.02720 | -9.354 |
| 3 | -2741.80361 | 0.430 |